Below is a 5-piece molecular cluster, C42H87N5O20P5S overall at a distorted geometry, with properties calculated with ωB97M-V with the def2-TZVPD basis set.

Each line ends with the Mulliken charge.
Cartesian coordinates (Å):
1 C -3.83079 -1.36295 4.35923  0.28
2 C -2.80769 -1.97120 4.34396  -0.93
3 C -1.54485 -2.72482 4.25703  -0.62
4 C -0.31351 -1.76817 4.17893  -0.06
5 C 0.64181 -2.19325 3.02151  -1.43
6 N 0.59973 -1.30275 1.87427  0.14
7 C 0.98969 -0.01911 1.59818  0.27
8 N 1.61019 0.84297 2.43381  -0.02
9 C 2.02285 0.63004 3.83262  -1.37
10 C 0.92780 1.19965 4.79646  -0.34
11 C 1.42398 2.41060 5.65039  -0.96
12 C 0.36690 3.52749 5.79019  -0.59
13 N 0.79204 4.82034 5.27901  0.94
14 C -0.08040 5.80932 4.89521  -0.89
15 C 0.60200 6.91799 4.47162  -0.57
16 C 2.01321 6.61490 4.59866  -0.85
17 C 2.03162 5.34520 5.10946  -0.41
18 P 1.89964 2.43653 1.77384  0.69
19 O 2.86109 2.28725 0.48297  -0.51
20 O 2.73375 3.28321 2.83215  -0.33
21 S 0.27613 3.37739 1.39759  -0.39
22 N 0.67429 0.30600 0.35391  -0.34
23 C 0.03816 -0.72910 -0.20046  0.36
24 C -0.54864 -0.79649 -1.59489  -0.30
25 O -0.32934 0.37667 -2.29978  -0.46
26 O -1.04884 1.39938 -1.63817  -0.13
27 N -0.00078 -1.68945 0.72079  0.55
28 C -0.63909 -2.94479 0.42240  -0.51
29 C -1.94932 -3.18275 0.43665  -0.78
30 H -4.70252 -0.75664 4.24569  0.49
31 H -1.63929 -3.35476 3.36487  0.16
32 H -1.44492 -3.40741 5.10588  0.42
33 H 0.18699 -1.77183 5.14498  0.42
34 H -0.71259 -0.79379 3.89114  0.22
35 H 0.35258 -3.21507 2.76797  0.71
36 H 1.67655 -2.29138 3.36029  0.43
37 H 2.90364 1.24454 4.03139  0.82
38 H 2.32271 -0.38699 4.08101  0.18
39 H 0.56434 0.44957 5.49863  0.32
40 H 0.07306 1.56898 4.21855  0.46
41 H 2.39003 2.80350 5.33450  0.36
42 H 1.58034 2.01663 6.66143  0.51
43 H -0.56326 3.25996 5.27981  0.42
44 H 0.11319 3.66174 6.84961  0.10
45 H -1.16267 5.78667 4.91143  0.47
46 H 0.20809 7.85090 4.09483  0.55
47 H 2.85801 7.23829 4.35028  0.54
48 H 2.96950 4.84637 5.32441  0.38
49 H 3.17138 1.36840 0.46154  0.40
50 H 3.58460 3.56902 2.46334  0.31
51 H -0.13554 -1.67253 -2.10375  0.21
52 H -1.62559 -0.98058 -1.45988  0.35
53 H -0.38197 2.00956 -1.27476  0.26
54 H 0.01768 -3.76482 0.12683  0.48
55 H -2.25842 -4.19041 0.71220  0.33
56 H -2.73492 -2.49075 0.13986  0.29
57 O -6.31216 4.72001 -1.08991  -0.82
58 P -5.36417 4.80608 0.05354  1.12
59 O -4.36831 3.52836 -0.19992  -0.27
60 C -3.43756 3.58049 -1.28470  -0.24
61 C -2.28465 4.52389 -0.98879  -0.80
62 O -6.33703 4.22412 1.24311  -0.39
63 C -7.76023 4.21715 1.11005  -0.39
64 C -8.25006 2.85708 0.65339  -1.09
65 O -4.40435 5.54471 1.14058  -0.37
66 C -4.24727 5.14511 2.50776  -0.28
67 C -3.70810 3.74736 2.71775  -0.75
68 H -3.94924 3.87476 -2.20533  0.32
69 H -3.05926 2.57057 -1.42390  0.18
70 H -2.62635 5.55952 -0.93042  0.37
71 H -1.52811 4.46200 -1.77389  0.44
72 H -1.82379 4.28396 -0.03213  -0.09
73 H -8.09313 5.00585 0.43820  0.38
74 H -8.17490 4.44235 2.09493  0.34
75 H -7.68064 2.49446 -0.20249  0.28
76 H -9.30513 2.89608 0.38013  0.38
77 H -8.12341 2.12120 1.44999  0.28
78 H -5.17893 5.29530 3.05027  0.28
79 H -3.53379 5.85647 2.92941  0.33
80 H -4.42596 2.98558 2.41776  0.31
81 H -3.48653 3.59860 3.77743  0.42
82 H -2.79409 3.58816 2.14456  0.04
83 O -0.60793 -7.18547 -1.63735  -0.86
84 P -0.62201 -7.39110 -3.11481  1.16
85 O 0.48940 -8.56254 -3.34252  -0.26
86 C 0.18606 -9.89964 -2.92344  -0.35
87 C -0.81875 -10.56984 -3.84298  -0.96
88 O 0.23266 -6.04609 -3.55694  -0.45
89 C 0.36354 -4.94550 -2.67835  -0.18
90 C 1.69403 -5.00743 -1.94344  -1.08
91 O -1.29883 -7.49780 -4.57779  -0.36
92 C -0.73167 -6.98014 -5.79874  -0.25
93 C 0.60923 -7.55717 -6.18566  -0.54
94 H -0.17917 -9.89097 -1.89292  0.30
95 H 1.12456 -10.45222 -2.93832  0.31
96 H -1.79590 -10.08452 -3.78014  0.28
97 H -0.94399 -11.61846 -3.57149  0.40
98 H -0.49489 -10.50899 -4.88162  0.20
99 H -0.47875 -4.89648 -1.98641  0.26
100 H 0.32987 -4.03438 -3.28516  0.32
101 H 1.87889 -5.99366 -1.51887  0.29
102 H 1.73232 -4.26985 -1.13576  0.29
103 H 2.51409 -4.80777 -2.63400  0.37
104 H -0.70084 -5.89269 -5.76419  0.24
105 H -1.45464 -7.23481 -6.57514  0.35
106 H 1.40038 -7.24422 -5.50662  0.26
107 H 0.88299 -7.21998 -7.18675  0.18
108 H 0.58302 -8.64603 -6.18410  0.10
109 O 3.25950 8.65882 8.47186  -0.83
110 P 2.62232 10.00312 8.38624  1.17
111 O 2.47302 10.44029 9.95813  -0.29
112 C 3.65090 10.77879 10.69488  -0.36
113 C 4.20640 12.13377 10.29174  -0.95
114 O 1.08716 9.54013 8.03170  -0.36
115 C 0.80122 8.24845 7.49040  -0.22
116 C 0.36249 7.29677 8.58653  -1.01
117 O 2.36178 11.48626 7.77513  -0.36
118 C 1.07758 12.12212 7.67585  -0.18
119 C 0.35910 12.33991 8.98755  -0.91
120 H 4.40594 9.99827 10.56541  0.30
121 H 3.36790 10.79588 11.74708  0.31
122 H 4.57767 12.11760 9.26427  0.28
123 H 5.03214 12.41790 10.94542  0.40
124 H 3.43386 12.90069 10.34308  0.19
125 H 1.65285 7.85861 6.94087  0.21
126 H -0.01120 8.36858 6.77298  0.40
127 H 1.04037 7.32941 9.43973  0.31
128 H 0.31711 6.27116 8.21284  0.11
129 H -0.62462 7.57613 8.96023  0.33
130 H 0.45026 11.58737 6.96496  0.23
131 H 1.27966 13.09647 7.22686  0.36
132 H 0.03090 11.40256 9.43248  0.25
133 H -0.52571 12.95652 8.81944  0.40
134 H 1.00232 12.84307 9.70891  0.18
135 O 2.11256 -8.67419 -9.69417  -0.80
136 P 1.69956 -8.84769 -11.12166  1.23
137 O 2.72512 -10.03446 -11.61144  -0.28
138 C 2.49619 -11.37353 -11.16698  -0.36
139 C 1.30597 -12.00984 -11.86394  -0.95
140 O 2.47080 -7.51382 -11.71081  -0.40
141 C 2.82177 -6.41426 -10.87301  -0.22
142 C 4.27138 -6.51148 -10.43792  -1.13
143 O 0.77985 -8.91547 -12.46509  -0.41
144 C 1.14297 -8.37515 -13.74784  -0.19
145 C 2.39504 -8.95363 -14.36518  -0.90
146 H 2.35973 -11.38577 -10.08169  0.28
147 H 3.40027 -11.93792 -11.39420  0.31
148 H 0.37334 -11.51402 -11.58302  0.28
149 H 1.22352 -13.06352 -11.59401  0.40
150 H 1.40083 -11.92787 -12.94635  0.19
151 H 2.15282 -6.34678 -10.01617  0.21
152 H 2.67808 -5.50475 -11.46097  0.33
153 H 4.50887 -7.50541 -10.05903  0.28
154 H 4.49391 -5.77837 -9.66081  0.37
155 H 4.93428 -6.33223 -11.28588  0.32
156 H 1.19324 -7.28948 -13.69456  0.24
157 H 0.29811 -8.60653 -14.39928  0.35
158 H 3.29045 -8.66244 -13.81981  0.25
159 H 2.49600 -8.58998 -15.38930  0.40
160 H 2.35696 -10.04236 -14.38429  0.18

Largest force on an atom ... 7.96 eV Å⁻¹
LUMO energy ... -0.1160 Eh
HOMO level ... -0.3628 Eh
Net charge ... +1
Kohn-Sham gap ... 6.71 eV